Record 1
Entry from the OMol25 dataset: an isolated ion of composition C9H10FN2 and charge +1 in a non-equilibrium geometry (ωB97M-V/def2-TZVPD).

Each line ends with the Löwdin charge.
CARTESIAN COORDINATES (ANGSTROEM)
C (-0.531, -1.069, 1.967)  0.045
C (-0.586, -1.149, 0.566)  0.011
C (-0.114, 1.444, 1.819)  0.131
C (-0.121, 1.214, 0.476)  -0.046
C (-0.279, 0.210, 2.614)  -0.291
C (0.044, 1.639, -0.866)  -0.084
C (-0.292, -0.054, -0.131)  -0.135
C (0.939, -1.100, -2.969)  -0.065
C (-0.046, -0.022, -2.799)  -0.178
N (-0.156, 0.476, -1.484)  0.108
N (-0.177, 0.335, 3.888)  0.129
F (0.475, 2.756, -1.433)  0.219
H (-0.809, -1.902, 2.549)  0.104
H (-0.856, -2.011, 0.115)  0.095
H (0.047, 2.303, 2.328)  0.094
H (1.944, -0.785, -3.074)  0.072
H (0.946, -1.740, -2.026)  0.109
H (0.825, -1.759, -3.810)  0.089
H (-1.008, -0.458, -3.064)  0.146
H (0.355, 0.804, -3.399)  0.150
H (-0.458, -0.444, 4.507)  0.152
H (-0.143, 1.314, 4.227)  0.144

Cartesian forces (eV/Å) of the 3 atoms listed first:
0.186 3.349 0.190
0.583 1.223 1.204
-0.436 -4.471 -1.247

Results
- Relative energy (zero: lowest compared OMol25 entry of this formula, charge and spin): 61.4 kcal/mol
- Net charge: +1
- E_HOMO (alpha / beta): -11.54 / -11.54 eV
- SMILES string: CCN1[C@]2(F)C3=CC(=[NH2+])C=C[C@]312
- HOMO-LUMO gap (alpha / beta): 6.2 / 6.2 eV

=====

Record 2
Entry from the OMol25 dataset: C22H43N6PSeTi as an isolated structure (ωB97M-V/def2-TZVPD).

Each line ends with the Löwdin charge.
CARTESIAN COORDINATES (ANGSTROEM)
Ti (-0.298, -1.274, -0.710)  0.838
C (-1.754, -1.342, -3.494)  -0.153
C (-2.369, -2.505, -2.712)  -0.157
N (-2.136, -2.386, -1.242)  -0.133
C (-2.081, -3.692, -0.530)  -0.160
C (-0.640, -4.186, -0.470)  -0.165
N (0.194, -3.178, 0.241)  -0.157
C (1.622, -3.557, 0.404)  -0.170
C (2.473, -2.437, 0.998)  -0.144
C (2.815, -1.290, 0.050)  -0.173
N (1.649, -0.437, -0.259)  -0.172
C (1.823, 0.450, -1.432)  -0.185
C (1.731, -0.354, -2.735)  -0.138
N (0.657, -1.404, -2.678)  -0.111
C (-0.277, -1.492, -3.850)  -0.152
H (-1.926, -0.404, -2.950)  0.099
H (-2.295, -1.237, -4.436)  0.135
H (-1.936, -3.452, -3.045)  0.128
H (-3.441, -2.562, -2.899)  0.138
H (-2.902, -1.841, -0.849)  0.118
H (-2.712, -4.430, -1.027)  0.140
H (-2.466, -3.559, 0.483)  0.131
H (-0.244, -4.309, -1.483)  0.125
H (-0.589, -5.158, 0.026)  0.144
H (-0.202, -3.089, 1.176)  0.102
H (2.007, -3.844, -0.580)  0.129
H (1.678, -4.444, 1.039)  0.137
H (3.415, -2.886, 1.317)  0.134
H (2.003, -2.046, 1.907)  0.113
H (3.204, -1.705, -0.885)  0.124
H (3.609, -0.675, 0.479)  0.128
H (1.462, 0.185, 0.552)  0.014
H (2.781, 0.975, -1.398)  0.134
H (1.029, 1.199, -1.392)  0.108
H (2.687, -0.829, -2.954)  0.128
H (1.517, 0.329, -3.556)  0.129
H (1.145, -2.295, -2.630)  0.119
H (-0.118, -2.457, -4.336)  0.135
H (0.006, -0.726, -4.571)  0.127
Se (-1.505, -0.392, 1.585)  1.078
N (-1.160, 0.346, -0.094)  -0.377
C (-2.299, 1.031, -0.464)  -0.361
C (-2.396, 1.892, -1.558)  -0.043
C (-3.620, 2.461, -1.843)  -0.041
C (-4.759, 2.187, -1.054)  -0.048
C (-4.687, 1.354, 0.027)  0.005
C (-3.438, 0.764, 0.362)  -0.393
N (-3.279, -0.007, 1.445)  -0.184
H (-1.523, 2.126, -2.155)  0.116
H (-3.709, 3.141, -2.679)  0.119
H (-5.698, 2.663, -1.302)  0.120
H (-5.544, 1.154, 0.655)  0.127
C (-0.518, 4.281, 3.115)  -0.133
C (-0.541, 3.138, 2.102)  -0.425
P (0.989, 2.119, 1.969)  0.935
C (1.520, 1.889, 3.720)  -0.405
C (2.394, 0.650, 3.906)  -0.159
C (2.189, 3.359, 1.325)  -0.406
C (3.629, 2.855, 1.335)  -0.148
H (-1.457, 4.832, 3.083)  0.080
H (0.281, 4.993, 2.911)  0.067
H (-0.392, 3.914, 4.133)  0.068
H (-0.731, 3.526, 1.096)  0.076
H (-1.373, 2.464, 2.330)  0.043
H (0.613, 1.786, 4.321)  0.081
H (2.032, 2.786, 4.074)  0.092
H (1.836, -0.257, 3.657)  0.048
H (2.727, 0.553, 4.939)  0.081
H (3.284, 0.678, 3.275)  0.055
H (2.114, 4.285, 1.900)  0.077
H (1.878, 3.598, 0.304)  0.076
H (3.998, 2.718, 2.352)  0.068
H (4.296, 3.561, 0.843)  0.080
H (3.725, 1.894, 0.818)  0.043

Cartesian forces (eV/Å) of the 3 atoms listed first:
-0.425 0.406 0.319
0.003 -0.003 0.068
0.069 -0.023 0.013

Results
- 2S+1: 3
- Relative energy (zero: lowest compared OMol25 entry of this formula, charge and spin): 18.6 kcal/mol
- Net charge: +2
- ⟨S²⟩: 2.06
- E_HOMO (alpha / beta): -12.73 / -13.36 eV
- HOMO-LUMO gap (alpha / beta): 6.7 / 6.6 eV

=====

Record 3
Entry from the OMol25 dataset: C4H5O2Sr as an isolated structure in a non-equilibrium geometry (ωB97M-V/def2-TZVPD).

Each line ends with the Löwdin charge.
CARTESIAN COORDINATES (ANGSTROEM)
H (0.093, -0.707, -1.282)  0.225
O (-1.726, 1.409, 1.093)  0.122
C (-0.741, 0.862, 0.349)  -0.165
C (-0.864, -0.464, -0.096)  -0.076
C (0.316, -0.637, 0.851)  -0.117
C (1.523, -0.845, 0.198)  -0.087
O (1.545, -0.863, -1.105)  -0.370
Sr (3.419, -0.440, -2.673)  1.889
H (-1.917, 2.306, 0.799)  0.144
H (-0.039, 1.551, -0.128)  0.155
H (-1.756, -1.018, 0.199)  0.141
H (0.146, -1.153, 1.795)  0.140

Cartesian forces (eV/Å) of the 3 atoms listed first:
-3.114 0.312 2.294
1.102 -1.107 -0.554
-1.837 1.041 -0.568

Results
- 2S+1: 2
- Relative energy (zero: lowest compared OMol25 entry of this formula, charge and spin): 46.0 kcal/mol
- Net charge: +2
- ⟨S²⟩: 0.76
- E_HOMO (alpha / beta): -15.95 / -15.95 eV
- HOMO-LUMO gap (alpha / beta): 6.3 / 6.3 eV

=====

Record 4
Entry from the OMol25 dataset: C10H15BBeFNO10Pb as an isolated structure in a non-equilibrium geometry (ωB97M-V/def2-TZVPD).

Each line ends with the Löwdin charge.
CARTESIAN COORDINATES (ANGSTROEM)
Be (1.594, 5.165, -17.000)  0.729
Pb (6.323, 1.156, -10.688)  1.712
O (12.051, -1.126, -23.008)  0.248
C (11.840, -0.291, -22.109)  -0.283
O (10.753, -0.211, -21.407)  0.313
B (10.899, 0.920, -20.510)  -0.874
O (12.127, 1.619, -20.882)  0.324
C (12.693, 0.910, -21.778)  -0.322
O (13.850, 1.094, -22.164)  0.263
O (10.910, 0.460, -19.120)  0.242
C (9.727, 0.846, -18.508)  -0.252
O (9.354, 0.481, -17.398)  0.180
C (8.954, 1.735, -19.533)  -0.277
O (9.721, 1.837, -20.651)  0.244
O (7.874, 2.274, -19.306)  0.199
F (3.884, 3.686, -13.410)  -0.606
C (4.507, 1.073, -6.849)  -0.071
O (4.875, 2.136, -7.757)  -0.310
C (4.741, 3.453, -7.161)  -0.177
C (5.174, 4.629, -8.110)  -0.161
N (6.613, 4.443, -8.364)  -0.046
C (7.074, 5.377, -9.340)  -0.231
C (8.422, 5.033, -9.930)  -0.195
O (8.579, 3.623, -10.166)  -0.302
C (9.907, 3.126, -10.441)  -0.069
H (5.185, 1.168, -6.001)  0.099
H (4.683, 0.133, -7.373)  0.079
H (3.455, 1.143, -6.573)  0.102
H (5.152, 3.463, -6.151)  0.128
H (3.672, 3.582, -6.987)  0.124
H (5.002, 5.537, -7.533)  0.127
H (4.530, 4.741, -8.982)  0.128
H (7.102, 4.728, -7.527)  0.132
H (7.105, 6.429, -9.057)  0.140
H (6.424, 5.349, -10.214)  0.124
H (9.275, 5.423, -9.375)  0.132
H (8.540, 5.534, -10.891)  0.131
H (9.897, 2.045, -10.579)  0.075
H (10.555, 3.305, -9.583)  0.100
H (10.268, 3.634, -11.336)  0.101

Cartesian forces (eV/Å) of the 3 atoms listed first:
0.169 -0.095 0.187
-0.111 1.976 0.857
-0.212 2.807 3.150

Results
- Relative energy (zero: lowest compared OMol25 entry of this formula, charge and spin): 250.1 kcal/mol
- Net charge: +2
- E_HOMO: -13.14 eV
- HOMO-LUMO gap: 1.3 eV

=====

Record 5
Entry from the OMol25 dataset: a 5-piece molecular cluster, C18H47NO10 overall in a non-equilibrium geometry (ωB97M-V/def2-TZVPD).

Each line ends with the Löwdin charge.
CARTESIAN COORDINATES (ANGSTROEM)
N (0.276, -1.432, -1.253)  0.425
H (-0.345, -1.784, -1.942)  0.119
H (-0.245, -1.436, -0.531)  0.014
H (0.473, -0.614, -1.336)  -0.021
H (1.081, -2.080, -1.150)  0.150
O (-0.973, -3.714, -0.336)  -0.562
H (-1.520, -4.568, -0.420)  -0.114
C (2.658, 0.460, 1.331)  -0.100
O (1.485, 0.779, 0.671)  -0.195
C (1.613, 2.002, -0.106)  -0.129
C (0.348, 2.526, -0.852)  -0.280
O (-0.281, 1.664, -1.555)  -0.131
C (-1.342, 2.169, -2.265)  -0.160
C (-2.057, 0.886, -2.938)  -0.210
O (-2.327, 0.036, -1.891)  -0.229
C (-3.131, -1.133, -2.328)  -0.042
H (3.371, 0.393, 0.541)  0.086
H (2.631, -0.517, 1.625)  0.051
H (2.534, 1.024, 2.240)  0.109
H (2.449, 2.093, -0.830)  0.125
H (1.945, 2.656, 0.597)  0.082
H (0.539, 3.463, -1.296)  0.123
H (-0.322, 2.750, -0.020)  0.136
H (-1.148, 2.983, -3.023)  0.136
H (-1.995, 2.786, -1.611)  0.133
H (-1.372, 0.373, -3.659)  0.116
H (-2.941, 1.132, -3.611)  0.136
H (-2.516, -1.894, -2.042)  0.013
H (-3.154, -1.417, -3.368)  0.081
H (-4.188, -1.111, -1.738)  0.154
C (2.685, -4.699, -0.718)  -0.149
O (2.779, -3.591, -1.522)  -0.151
C (3.756, -2.712, -0.883)  -0.146
C (4.240, -1.713, -1.968)  -0.364
O (3.289, -0.953, -2.241)  -0.123
C (3.610, -0.018, -3.280)  -0.137
C (2.270, 0.402, -3.950)  -0.216
O (1.335, -0.580, -4.200)  -0.203
C (1.385, -1.066, -5.560)  -0.032
H (2.337, -4.402, 0.137)  0.023
H (3.656, -5.562, -0.641)  0.165
H (2.074, -5.402, -1.248)  0.078
H (4.543, -3.288, -0.623)  0.073
H (3.614, -1.957, -0.060)  0.129
H (4.895, -2.139, -2.763)  0.138
H (5.108, -1.028, -1.411)  0.164
H (4.281, -0.314, -4.006)  0.085
H (4.315, 0.835, -2.789)  0.176
H (2.770, 0.855, -4.752)  0.097
H (1.546, 1.031, -3.187)  0.173
H (0.536, -1.744, -5.572)  0.099
H (2.220, -1.694, -5.732)  0.082
H (1.304, -0.180, -6.067)  0.064
C (-5.386, 3.755, 5.349)  -0.029
O (-4.189, 2.934, 5.066)  -0.150
C (-3.025, 3.046, 5.796)  -0.226
C (-2.054, 1.833, 5.737)  -0.403
O (-2.056, 1.503, 4.556)  -0.065
C (-0.979, 0.489, 4.252)  -0.127
C (-1.166, 0.184, 2.883)  -0.221
O (-2.450, -0.388, 2.535)  -0.111
C (-2.525, -1.072, 1.331)  -0.132
H (-5.840, 3.652, 6.334)  0.083
H (-6.259, 3.509, 4.681)  0.110
H (-5.013, 4.633, 5.258)  0.009
H (-3.225, 3.075, 6.901)  0.133
H (-2.253, 3.750, 5.547)  0.111
H (-2.535, 1.026, 6.481)  0.167
H (-1.221, 2.168, 6.139)  0.072
H (-1.123, -0.387, 4.796)  0.117
H (-0.072, 1.072, 4.485)  0.149
H (-0.291, -0.532, 2.715)  0.157
H (-0.793, 1.109, 2.565)  0.102
H (-3.522, -1.333, 1.165)  0.065
H (-1.933, -2.029, 1.150)  0.080
H (-2.183, -0.548, 0.411)  0.069

Cartesian forces (eV/Å) of the 3 atoms listed first:
1.971 -11.816 -3.675
-0.419 -0.633 -1.150
-4.812 -1.154 7.444

Results
- Relative energy (zero: lowest compared OMol25 entry of this formula, charge and spin): 13.0 kcal/mol
- Net charge: 0
- E_HOMO: -6.30 eV
- HOMO-LUMO gap: 6.7 eV

=====

Record 6
Entry from the OMol25 dataset: one molecule with the formula C7H14 (ωB97M-V/def2-TZVPD).

Each line ends with the Löwdin charge.
CARTESIAN COORDINATES (ANGSTROEM)
C (0.933, -1.423, -0.810)  -0.074
C (1.316, -0.297, 0.183)  -0.380
C (2.533, 0.505, -0.322)  -0.099
C (0.129, 0.701, 0.558)  -0.119
C (-1.259, 0.163, 0.216)  -0.319
C (-2.652, 0.574, 0.618)  -0.122
C (-2.209, 0.710, -0.816)  -0.124
H (-0.148, -1.523, -0.900)  0.043
H (1.303, -1.237, -1.823)  0.075
H (1.285, -2.411, -0.492)  0.077
H (1.626, -0.790, 1.116)  0.121
H (3.485, -0.031, -0.214)  0.075
H (2.424, 0.752, -1.386)  0.076
H (2.630, 1.448, 0.227)  0.070
H (0.194, 0.916, 1.635)  0.111
H (0.314, 1.657, 0.049)  0.106
H (-1.239, -0.917, 0.176)  0.100
H (-3.312, -0.258, 0.856)  0.095
H (-2.868, 1.477, 1.180)  0.096
H (-2.079, 1.728, -1.177)  0.100
H (-2.588, 0.025, -1.570)  0.094

Cartesian forces (eV/Å) of the 3 atoms listed first:
-0.048 0.018 -0.064
-0.175 0.108 0.080
-0.055 0.050 0.026

Results
- Relative energy (zero: lowest compared OMol25 entry of this formula, charge and spin): 35.3 kcal/mol
- Net charge: 0
- E_HOMO: -10.04 eV
- SMILES string: CC(C)CC1CC1
- HOMO-LUMO gap: 11.2 eV